(1)
Molecular formula: C33H40ClF41N2O9PS
Method: DFT, ωB97M-V with the def2-TZVPD basis set

CARTESIAN COORDINATES (ANGSTROEM)
Cl: -1.18 -5.56 6.78
S: -2.44 -7.31 5.02
P: -3.54 -4.66 5.19
F: 4.35 -0.12 -8.06
F: 3.13 -2.00 -9.67
F: -4.63 5.58 -7.11
F: 0.29 0.67 0.85
F: 3.44 -2.67 -7.08
F: -3.27 0.22 8.89
F: 2.16 0.13 1.79
F: 6.07 -3.71 -10.63
F: 0.36 5.41 -5.55
F: -2.55 8.70 -8.19
F: -3.18 7.31 -5.74
F: 1.19 4.39 -3.82
F: 0.03 2.00 -4.00
F: -6.92 1.94 9.08
F: -5.92 5.43 -8.82
F: -6.83 7.19 -6.82
F: 0.11 0.48 3.57
F: -1.34 8.45 -5.75
F: 0.44 0.78 -2.27
F: 5.67 -0.04 -6.34
F: 2.66 2.30 -2.84
F: 3.26 -3.91 -10.68
F: 2.34 4.20 -7.15
F: -0.70 7.56 -8.25
F: 5.16 -3.88 -8.70
F: 5.18 2.92 4.05
F: -5.12 1.17 7.13
F: -8.69 1.45 10.24
F: -5.24 -0.06 9.73
F: 3.18 -0.98 -5.76
F: -7.68 -0.89 9.22
F: -9.49 -0.32 8.20
F: -3.21 -7.60 6.46
F: -5.12 8.47 -7.20
F: 0.93 2.82 -6.28
F: 4.01 1.19 3.46
F: -4.12 -0.62 6.43
F: 2.96 0.18 -3.21
F: 4.81 4.00 1.48
F: 1.54 2.08 3.83
F: 3.01 3.82 2.63
O: 4.49 -5.10 5.83
O: 5.97 -1.90 -9.39
O: -1.28 -8.21 4.98
O: -7.58 -0.04 7.14
O: -4.06 6.57 -9.05
O: 3.42 2.39 0.94
O: -3.63 -3.52 3.96
O: -3.42 -7.44 3.94
O: 3.02 2.96 -5.47
N: -1.94 -5.59 5.19
N: -3.56 -3.69 6.65
C: 2.65 -2.85 4.86
C: -5.03 -0.15 7.34
C: 0.09 -3.07 4.98
C: -1.00 -5.36 4.05
C: 1.28 -2.17 4.40
C: -0.47 -3.92 3.76
C: -8.17 1.45 8.99
C: 3.93 -2.76 -10.44
C: 1.93 3.67 -5.98
C: -4.44 -0.45 8.73
C: 1.48 4.82 -5.06
C: 6.18 -1.61 -7.99
C: -5.10 6.27 -8.16
C: 0.80 0.99 -3.56
C: -6.38 -0.81 6.99
C: 4.12 -1.76 -6.37
C: 2.30 1.29 -3.66
C: 2.98 -4.16 4.05
C: 1.99 2.28 0.81
C: -8.20 0.04 8.40
C: 0.66 1.57 2.96
C: 2.86 1.58 -5.08
C: -2.69 6.39 -8.63
C: 4.76 2.21 2.98
C: -2.00 7.52 -7.83
C: 3.97 3.11 2.02
C: 1.29 1.16 1.62
C: -1.96 7.38 -6.30
C: 3.57 -6.16 6.14
C: 5.06 -0.89 -7.21
C: 5.27 -3.07 -9.76
C: -5.90 7.52 -7.74
C: 4.40 -4.78 4.42
H: -6.48 -1.80 7.44
H: 3.04 -3.87 2.96
H: -1.18 -3.24 3.20
H: -2.71 -3.11 6.73
H: 2.35 1.01 -5.85
H: -4.24 -1.52 8.85
H: 1.50 3.24 0.92
H: -8.76 2.14 8.37
H: -0.14 2.30 2.80
H: -6.41 7.95 -8.61
H: -0.71 -2.36 5.33
H: 2.17 -4.94 4.11
H: -1.40 6.49 -6.00
H: -1.49 -5.76 3.11
H: 0.54 0.09 -4.13
H: -2.15 6.33 -9.57
H: 3.88 1.20 -5.08
H: -6.34 -1.00 5.91
H: 0.55 -3.68 5.80
H: 1.25 -1.13 4.82
H: 4.09 -2.25 -11.39
H: 2.27 5.57 -4.98
H: 2.57 -3.07 5.97
H: 3.25 -6.67 5.19
H: 1.85 2.02 -0.24
H: 6.56 -2.48 -7.46
H: 4.67 -2.29 -5.58
H: 0.40 -4.04 3.05
H: 2.69 -5.74 6.70
H: 5.18 -4.01 4.16
H: 4.04 -6.93 6.81
H: 7.01 -0.90 -8.01
H: 1.24 -2.09 3.28
H: 4.56 -5.71 3.80
H: -0.10 -6.03 4.21
H: 3.50 -2.13 4.71
H: -3.72 -4.28 7.47
H: -3.20 -2.71 4.31
H: 5.63 1.78 2.48
H: -2.54 5.41 -8.16

Summary:
net charge	+1
2S+1	1
F_max	0.1202	Eh/bohr
HOMO level	-12.037	eV
total energy	-7361.9724	hartree
gap between HOMO and LUMO	6.776	eV

Löwdin atomic charge list, values in e, 6 entries:
1 Cl 0.82
2 S 0.68
3 P 0.94
4 F 0.13
5 F 0.10
6 F 0.14



(2)
Molecular formula: C33H40CoN6O
Method: DFT, ωB97M-V with the def2-TZVPD basis set

CARTESIAN COORDINATES (ANGSTROEM)
Co: 0.20 0.55 -0.81
O: 3.04 0.87 0.46
N: 1.14 2.10 -3.02
N: 1.73 -0.70 4.55
N: 4.65 -0.03 1.83
N: 2.37 0.08 2.50
N: 1.47 3.24 -1.16
N: -0.86 1.52 4.51
C: -2.06 -0.63 0.43
C: -0.70 1.79 3.17
C: 1.07 1.04 -3.93
C: 1.11 -2.53 -0.05
C: 0.55 0.41 -6.18
C: 1.23 3.44 -3.38
C: -0.66 -1.68 2.33
C: -1.69 1.43 2.27
C: 4.99 -0.69 2.96
C: 1.40 4.14 -2.22
C: -0.94 -1.32 0.92
C: 2.00 -0.02 -3.81
C: 0.53 2.45 2.72
C: 0.23 1.18 -5.06
C: -0.15 2.24 5.37
C: -2.94 0.07 -1.90
C: 1.53 -0.59 -6.13
C: 3.31 0.34 1.56
C: -1.90 -0.47 -0.99
C: -3.12 -0.07 1.22
C: 4.04 -0.96 3.91
C: 2.72 -0.31 -2.54
C: 1.84 -1.37 -7.38
C: -0.95 2.10 -5.12
C: -0.07 -1.64 -0.15
C: 1.21 2.01 -1.61
C: 1.32 3.09 3.66
C: 2.73 -0.49 3.64
C: 2.23 -0.82 -4.93
C: 0.97 3.02 5.03
C: 5.70 0.26 0.86
C: -0.73 -1.23 -1.39
C: -0.54 -1.79 -2.74
H: 6.21 -0.66 0.57
H: 6.44 0.94 1.31
H: -1.58 1.86 1.28
H: 5.25 0.74 -0.01
H: -2.56 0.78 2.50
H: 1.54 3.50 5.83
H: 0.81 -3.59 0.05
H: -1.71 1.93 -4.35
H: 2.25 3.61 3.38
H: 0.82 2.41 1.66
H: -0.69 3.16 -5.11
H: 1.74 -2.45 -0.95
H: 6.04 -0.96 3.04
H: 2.05 -0.65 -1.73
H: -0.46 2.20 6.41
H: 3.29 0.53 -2.12
H: 2.99 -1.60 -4.87
H: -3.76 -0.64 -2.08
H: 1.71 -2.26 0.82
H: 4.26 -1.47 4.83
H: 2.01 -1.01 5.49
H: -2.50 0.33 -2.87
H: 1.48 5.22 -2.13
H: -3.69 -0.76 1.85
H: 0.94 -0.06 4.54
H: 0.49 -2.11 -2.89
H: -0.80 -1.03 -3.50
H: 2.62 -0.86 -7.97
H: 0.31 -1.25 2.64
H: -1.19 -2.66 -2.92
H: 0.94 -1.45 -8.00
H: -0.60 -2.77 2.47
H: 0.00 0.62 -7.10
H: -3.74 0.67 0.70
H: -3.37 0.97 -1.46
H: -1.42 -1.28 3.01
H: 2.21 -2.37 -7.12
H: 3.43 -1.13 -2.73
H: 1.04 3.75 -4.38
H: -1.43 1.90 -6.08

Summary:
net charge	-1
2S+1	5
F_max	0.0585	Eh/bohr
HOMO level (spin up / spin down)	-2.127 / -1.989	eV
total energy	-3067.8761	hartree
gap between HOMO and LUMO (spin up / spin down)	4.566 / 4.429	eV
⟨S²⟩	6.031

Löwdin atomic charge list, values in e, 6 entries:
1 Co 0.90
2 O -0.01
3 N -0.06
4 N 0.17
5 N -0.06
6 N 0.20



(3)
Molecular formula: C33H40F6N6O3SSiZr
Method: DFT, ωB97M-V with the def2-TZVPD basis set

CARTESIAN COORDINATES (ANGSTROEM)
Zr: -0.50 1.14 -2.13
S: -1.73 3.54 -3.76
Si: -1.22 -1.64 -3.83
F: 3.99 0.63 -2.26
F: 3.30 2.63 -2.60
F: 0.06 1.56 -4.67
F: 1.76 2.82 -5.17
F: 0.90 2.86 -3.16
F: 4.33 1.58 -4.17
O: 2.22 -4.25 9.59
O: -1.37 -0.12 -3.24
O: 1.34 0.50 -2.56
N: -1.31 2.99 -0.72
N: -3.08 1.52 -2.15
N: 2.10 -0.93 4.00
N: 0.91 1.46 -0.17
N: -1.12 -0.30 -0.42
N: 0.23 -2.14 3.92
C: 0.31 -1.39 2.81
C: -0.32 -0.40 0.67
C: 1.95 2.28 -0.11
C: 3.38 -4.05 10.36
C: -3.45 3.03 -4.09
C: 1.31 -1.86 4.64
C: 2.07 0.86 -3.65
C: -1.15 4.40 -1.16
C: -3.71 1.66 -3.48
C: 2.76 -2.16 6.63
C: 0.25 -2.43 -2.87
C: 2.32 -0.24 -4.70
C: -2.61 2.70 -0.07
C: 3.45 1.42 -3.18
C: -2.15 -1.14 -0.50
C: 1.27 2.04 -4.25
C: -2.81 -2.65 -3.50
C: -1.03 -1.52 -5.74
C: -3.68 2.36 -1.11
C: -1.71 -2.15 1.62
C: -1.93 4.77 -2.41
C: 2.91 1.17 1.78
C: 0.82 0.48 0.76
C: 3.01 -2.74 7.86
C: 0.89 -3.89 7.71
C: 2.08 -3.62 8.42
C: -2.49 -2.06 0.49
C: 0.66 -3.32 6.49
C: 1.48 -0.60 2.83
C: 3.00 2.13 0.80
C: 1.77 0.34 1.82
C: 1.59 -2.44 5.92
C: -0.58 -1.33 1.71
H: 1.96 3.10 -0.80
H: -1.92 -2.84 2.42
H: 3.51 -1.49 6.23
H: -0.11 -3.12 -2.11
H: 3.49 -3.01 10.68
H: -3.00 4.89 -2.22
H: -3.24 0.89 -4.11
H: 3.69 1.04 2.51
H: -4.06 3.28 -1.56
H: -4.11 3.80 -3.70
H: 2.81 0.17 -5.58
H: 3.92 -2.50 8.38
H: -4.79 1.49 -3.43
H: 1.37 -0.70 -4.97
H: -2.94 3.55 0.55
H: 0.17 -4.56 8.17
H: -2.79 -3.17 -2.55
H: 3.26 -4.69 11.24
H: -0.43 -2.33 -6.14
H: -1.45 5.09 -0.36
H: -0.25 -3.54 5.95
H: 3.86 2.78 0.74
H: 0.83 -1.66 -2.37
H: 0.91 -2.98 -3.52
H: -2.01 -1.60 -6.20
H: -2.46 1.84 0.60
H: -2.72 -1.12 -1.42
H: -2.89 -3.41 -4.26
H: -3.24 0.55 -1.89
H: 4.28 -4.37 9.81
H: -4.53 1.88 -0.60
H: -3.36 -2.67 0.36
H: -0.60 -0.58 -6.07
H: -3.72 -2.06 -3.54
H: 2.97 -0.57 4.35
H: -0.61 2.89 0.02
H: -3.57 2.99 -5.17
H: -1.55 5.72 -2.80
H: -0.09 4.55 -1.37
H: 2.96 -1.00 -4.26

Summary:
net charge	+2
2S+1	1
F_max	0.0474	Eh/bohr
HOMO level	-11.846	eV
total energy	-3169.5269	hartree
gap between HOMO and LUMO	5.668	eV

Löwdin atomic charge list, values in e, 6 entries:
1 Zr 1.85
2 S 0.98
3 Si 0.41
4 F 0.19
5 F 0.14
6 F 0.05



(4)
Molecular formula: C33H40MgN4P2Te
Method: DFT, ωB97M-V with the def2-TZVPD basis set

CARTESIAN COORDINATES (ANGSTROEM)
Te: -5.37 -1.13 1.53
P: 2.46 2.53 0.55
P: 2.78 -0.61 1.98
Mg: -3.23 1.40 2.48
N: 3.32 3.91 1.26
N: 2.64 3.08 -1.15
N: 3.56 -1.62 3.18
N: 3.26 -1.62 0.55
C: 4.35 -2.67 -1.15
C: -2.11 -0.16 -3.05
C: -3.11 -2.94 -1.79
C: -1.38 0.36 -2.05
C: -1.00 -0.34 -0.78
C: -4.82 1.46 1.11
C: -0.91 -1.87 -0.88
C: 4.15 -2.26 5.27
C: -3.05 -2.53 -3.24
C: 4.84 5.46 1.93
C: 4.64 4.35 1.14
C: -8.50 -2.90 -0.99
C: 3.84 3.43 -1.79
C: -1.96 -1.54 -3.65
C: 1.61 3.19 -2.10
C: 3.56 3.81 -3.10
C: 2.68 4.74 2.20
C: -9.53 -0.96 -0.03
C: -7.35 -2.72 -0.20
C: 2.95 -2.73 -1.40
C: 3.99 1.43 0.45
C: 2.32 -2.06 -0.37
C: -2.16 -2.70 -0.85
C: -7.27 -1.58 0.65
C: 3.27 -1.49 4.56
C: 4.67 -2.46 3.07
C: 4.52 -1.93 0.02
C: 5.05 -2.88 4.34
C: -8.42 -0.76 0.81
C: -9.56 -2.02 -0.94
C: 4.18 0.58 1.72
C: 3.59 5.72 2.62
C: 2.15 3.65 -3.29
H: -5.29 2.42 1.47
H: 5.14 0.06 1.67
H: 5.36 3.84 0.52
H: 4.18 -2.39 6.35
H: -6.49 -3.39 -0.23
H: 3.40 6.51 3.34
H: 4.29 4.15 -3.80
H: 5.75 6.03 2.03
H: 5.13 -3.10 -1.73
H: 1.28 -1.84 -0.20
H: -8.54 -3.76 -1.65
H: -0.02 -0.02 -0.47
H: 1.66 4.55 2.49
H: 4.20 1.22 2.61
H: -4.20 1.61 0.20
H: -2.85 -3.43 -3.83
H: 4.77 3.34 -1.28
H: -2.43 -3.09 0.15
H: 5.09 -2.71 2.12
H: -10.42 -2.17 -1.58
H: -4.07 -3.38 -1.48
H: -10.38 -0.29 0.03
H: -1.63 -0.06 0.06
H: -2.02 -1.40 -4.74
H: -0.98 -1.99 -3.49
H: -2.82 0.51 -3.57
H: 1.62 3.83 -4.21
H: 3.86 0.80 -0.45
H: -0.27 -2.10 -1.75
H: -0.40 -2.26 0.01
H: 0.61 2.91 -1.82
H: -5.72 0.91 0.72
H: -4.04 -2.16 -3.56
H: 2.46 -3.19 -2.26
H: 5.88 -3.54 4.55
H: -8.38 0.03 1.56
H: 5.42 -1.62 0.51
H: 4.90 2.02 0.28
H: -1.12 1.43 -2.04
H: 2.45 -0.85 4.87

Summary:
2S+1	1
F_max	0.0695	Eh/bohr
HOMO level (spin up / spin down)	-6.865 / -6.920	eV
total energy	-2651.0515	hartree
gap between HOMO and LUMO (spin up / spin down)	5.332 / 6.308	eV

Löwdin atomic charge list, values in e, 6 entries:
1 Te 0.93
2 P 1.10
3 P 1.08
4 Mg 0.58
5 N -0.27
6 N -0.26



(5)
Molecular formula: C33H40N3O2
Method: DFT, ωB97M-V with the def2-TZVPD basis set

CARTESIAN COORDINATES (ANGSTROEM)
O: 1.42 5.85 2.05
O: 0.10 5.24 -2.25
N: -5.27 -1.80 -0.68
N: 4.94 -1.84 -0.59
N: -0.08 4.35 0.15
C: -5.72 -1.55 -2.05
C: -1.11 5.67 -1.63
C: -5.49 -4.24 -0.61
C: -6.92 -5.30 1.03
C: -0.18 0.22 0.80
C: 2.28 0.29 0.92
C: 2.55 6.36 2.75
C: -2.58 -0.13 1.26
C: -3.81 -0.68 0.95
C: 2.51 -2.10 -0.49
C: 5.36 -1.40 -1.92
C: -1.34 4.86 -0.36
C: -0.04 4.06 1.57
C: -2.94 -1.34 -1.22
C: 6.88 -4.19 1.54
C: -1.46 -0.26 0.39
C: -7.22 -4.05 1.58
C: -4.01 -1.30 -0.30
C: 5.50 -3.05 -0.10
C: 0.31 5.82 -3.52
C: 3.53 -0.19 0.58
C: 5.23 -4.28 -0.72
C: 3.67 -1.39 -0.14
C: -1.68 -0.89 -0.87
C: 6.36 -3.01 1.02
C: -5.80 -2.98 -0.06
C: 5.74 -5.46 -0.17
C: 1.08 -0.36 0.49
C: 6.57 -5.42 0.96
C: -6.04 -5.39 -0.05
C: 1.25 -1.62 -0.18
C: -6.66 -2.89 1.04
C: 1.31 4.44 2.16
H: -0.83 4.64 2.07
H: -0.17 1.02 1.53
H: 7.55 -4.15 2.41
H: 6.41 -1.67 -2.09
H: -7.36 -6.21 1.45
H: -3.11 -1.79 -2.20
H: 4.43 0.35 0.87
H: 3.50 6.04 2.28
H: 4.60 -4.30 -1.60
H: 2.14 3.99 1.58
H: 4.77 -1.88 -2.71
H: 1.21 5.33 -3.91
H: 5.50 -6.42 -0.64
H: -4.65 -0.62 1.65
H: 0.38 -2.21 -0.46
H: 6.59 -2.04 1.45
H: 0.48 6.91 -3.46
H: -1.81 5.49 0.41
H: -2.45 0.39 2.21
H: -7.90 -3.98 2.42
H: -1.95 5.54 -2.32
H: -6.89 -1.91 1.45
H: 2.62 -3.04 -1.04
H: -5.78 -6.36 -0.48
H: 2.56 6.03 3.80
H: -5.37 -0.57 -2.38
H: -0.86 -0.98 -1.57
H: -4.82 -4.29 -1.47
H: 2.47 7.45 2.70
H: -5.35 -2.32 -2.74
H: 1.35 4.13 3.22
H: 0.69 4.97 -0.09
H: -1.00 6.74 -1.37
H: -2.03 4.04 -0.59
H: -6.81 -1.58 -2.09
H: 6.98 -6.34 1.37
H: -0.54 5.64 -4.21
H: 2.19 1.21 1.50
H: -0.23 2.99 1.74
H: 5.26 -0.31 -2.00

Summary:
net charge	+1
2S+1	1
F_max	0.0229	Eh/bohr
HOMO level	-10.522	eV
total energy	-1595.8815	hartree
gap between HOMO and LUMO	5.334	eV

Löwdin atomic charge list, values in e, 6 entries:
1 O -0.20
2 O -0.22
3 N -0.11
4 N -0.14
5 N -0.07
6 C -0.04



Question: Look up the total energy of the fifth one.
Answer: -1595.8815 hartree